[1]
CH2N2 | wB97M-V/def2-TZVPD

```
! wB97M-V def2-TZVPD RIJCOSX def2/J DEFGRID3
* xyz 0 1
C -0.2920 0.0165 -0.0187
N 0.9520 -0.7954 -0.0031
N 0.9561 0.8238 -0.0269
H -0.8163 0.0660 -0.8881
H -0.7998 -0.1109 0.9368
*
```

Properties
E	-4044.4946	eV
energy above the lowest of the compared OMol25 structures with the same formula, charge and spin	104.24	kcal per mole
frontier orbital gap (alpha / beta)	10.438 / 10.381	eV
SMILES string	C1N=N1

[2]
C20H22Cl5N5O3Pd | wB97M-V/def2-TZVPD

```
! wB97M-V def2-TZVPD RIJCOSX def2/J DEFGRID3
* xyz -2 1
Pd 0.8336 -0.4026 0.9167
Cl 2.9934 1.3632 7.7989
C 2.6889 0.3706 6.4064
C 1.7534 0.7609 5.4367
Cl 0.8870 2.2444 5.6785
C 1.5021 -0.0012 4.3167
Cl 0.3434 0.5063 3.1453
C 2.2130 -1.2525 4.0633
O 2.0390 -1.9536 3.0571
C 3.1314 -1.6121 5.1111
Cl 3.9717 -3.1177 4.9170
C 3.3604 -0.8348 6.2324
Cl 4.4767 -1.3644 7.4544
C 1.5799 -4.2682 -1.2405
N 2.4711 -3.2524 -1.7530
C 2.6953 -3.3995 -3.1804
C 2.1065 -1.9091 -1.3747
N 0.9584 -1.4768 -1.0430
N 3.2177 -1.0619 -1.4980
C 3.3029 0.1829 -0.8832
N 4.6663 0.5925 -0.7547
N 2.2793 0.8285 -0.5109
H 2.0370 -5.2475 -1.4032
H 0.5924 -4.2697 -1.7304
H 1.4490 -4.1167 -0.1697
H 3.1679 -4.3672 -3.3729
H 3.3604 -2.6145 -3.5367
H 1.7618 -3.3476 -3.7667
H 0.2059 -2.1526 -1.0244
H 4.0876 -1.5691 -1.4546
H 5.1827 0.5030 -1.6187
H 4.7336 1.5325 -0.3993
H 2.4496 1.7365 -0.0976
C -5.9700 2.6483 -3.5261
C -4.8588 2.3251 -2.5562
C -5.1342 2.0655 -1.2198
C -4.1241 1.6956 -0.3354
C -4.4034 1.4342 1.1206
C -2.8143 1.5822 -0.8010
C -2.5132 1.8843 -2.1320
C -1.0773 1.8219 -2.5739
C -3.5405 2.2487 -2.9948
C -1.6919 1.0980 0.1328
O -0.9156 1.9846 0.5305
O -1.7388 -0.1336 0.3802
H -6.9040 2.8410 -2.9963
H -6.1358 1.8109 -4.2100
H -5.7288 3.5262 -4.1301
H -6.1590 2.1383 -0.8633
H -5.4724 1.3294 1.3181
H -4.0106 2.2546 1.7259
H -3.8808 0.5277 1.4257
H -0.4856 2.5073 -1.9658
H -0.9681 2.0759 -3.6308
H -0.6588 0.8300 -2.3858
H -3.3132 2.4743 -4.0346
*
```

Properties
E	-100782.4848	eV
energy above the lowest of the compared OMol25 structures with the same formula, charge and spin	44.86	kcal per mole
frontier orbital gap	3.756	eV

[3]
C14H40CrO12 | wB97M-V/def2-TZVPD

```
! wB97M-V def2-TZVPD RIJCOSX def2/J DEFGRID3
* xyz 0 5
Cr -4.3279 1.3364 1.0802
C -0.6458 0.0334 -0.6753
C -1.1142 0.4452 0.7247
O -2.4880 0.5442 0.8509
H -0.8237 -1.0219 -0.9091
H 0.4473 0.0716 -0.7092
H -1.1547 0.6708 -1.3905
H -0.6643 1.4487 0.8043
H -0.7304 -0.2534 1.4854
C -3.8354 -0.4206 -2.1554
C -5.2180 0.0201 -1.6364
O -5.2399 1.0525 -0.6936
H -4.0373 -1.3033 -2.7783
H -3.1616 -0.8750 -1.4305
H -3.4262 0.3712 -2.7756
H -5.7721 -0.8577 -1.2831
H -5.6769 0.3414 -2.5810
C 2.9784 2.3825 2.8732
C 1.5599 2.1588 3.3276
O 1.2355 3.2847 4.1867
O 3.1188 3.5116 2.0286
H 3.1685 1.4942 2.2478
H 3.7219 2.3726 3.6720
H 1.4407 1.2417 3.9043
H 0.8222 2.1613 2.5230
H 1.7835 4.0012 3.8489
H 3.6851 3.3161 1.2816
C -0.8156 1.9560 -4.3859
C -1.8471 2.6043 -3.4831
O -1.4353 3.9501 -3.1694
O -0.7606 2.6088 -5.6317
H -0.8892 0.8635 -4.3654
H 0.1143 2.1909 -3.8555
H -1.9900 2.1121 -2.5311
H -2.8237 2.8064 -3.9421
H -1.2215 4.3913 -3.9989
H -1.3976 2.2662 -6.2640
C 2.0643 -1.7207 2.6266
C 2.4471 -1.3020 1.1990
O 3.7628 -1.7242 0.8808
O 1.7843 -3.1180 2.5328
H 1.2063 -1.0998 2.8862
H 2.8729 -1.5124 3.3279
H 2.4510 -0.2153 1.0712
H 1.7124 -1.5950 0.4434
H 3.9045 -2.6696 0.9708
H 2.6167 -3.5827 2.4175
C 3.1838 -1.2621 -2.9650
C 1.8712 -1.2921 -3.6922
O 1.1337 -2.4986 -3.5624
O 4.1997 -1.7665 -3.8720
H 3.2409 -1.9454 -2.1103
H 3.4763 -0.2488 -2.6791
H 1.8563 -0.9726 -4.7351
H 1.2582 -0.4639 -3.2869
H 1.4085 -2.9235 -2.7456
H 5.0283 -1.7353 -3.3836
C -1.5862 -1.4427 4.6034
C -1.5936 -2.6529 3.6727
O -0.7123 -3.6263 4.2011
O -2.1740 -0.2568 4.0950
H -0.5542 -1.2196 4.9200
H -2.0227 -1.6674 5.5797
H -1.2124 -2.2732 2.7173
H -2.6286 -2.9870 3.6213
H 0.1507 -3.4829 3.7975
H -1.7254 -0.0205 3.2739
*
```

Properties
E	-68151.7674	eV
frontier orbital gap (alpha / beta)	7.899 / 8.173	eV

[4]
C33H26AuN3O4P | wB97M-V/def2-TZVPD

```
! wB97M-V def2-TZVPD RIJCOSX def2/J DEFGRID3
* xyz 1 1
Au -0.2082 0.1645 -0.0891
O -3.9274 -2.2814 2.8589
C -4.3037 -0.9943 2.9542
C -5.5121 -0.7340 3.6003
C -5.9651 0.5596 3.7417
C -5.2276 1.6321 3.2388
C -4.0395 1.3820 2.5923
C -3.5551 0.0763 2.4375
C -2.2820 -0.1311 1.7359
O -1.6937 0.9228 1.2175
N -1.8045 -1.3500 1.6435
N -0.5231 -1.3735 1.0860
C 0.3371 -2.2746 1.4511
C 1.7342 -2.3033 1.2200
C 2.3952 -3.5003 1.6109
C 3.7489 -3.6282 1.5606
C 4.5098 -2.5201 1.1286
C 3.9215 -1.3393 0.7774
C 2.5069 -1.1612 0.8009
O 2.0287 -0.0107 0.4966
H -3.0571 -2.3182 2.4195
H -6.0708 -1.5753 3.9879
H -6.9025 0.7410 4.2517
H -5.5833 2.6461 3.3562
H -3.4532 2.1981 2.1952
H -0.0933 -3.0494 2.0823
H 1.7862 -4.3260 1.9638
H 4.2348 -4.5438 1.8662
H 5.5896 -2.6031 1.0904
H 4.5136 -0.4856 0.4742
O -0.2335 2.9957 -0.1242
N 0.0612 1.9659 -0.9899
C 0.8117 2.3036 -1.9570
C 1.2439 1.4593 -3.0708
C 1.9381 2.1515 -4.0632
C 2.3135 1.5362 -5.2452
C 1.9756 0.2124 -5.4627
C 1.2852 -0.4915 -4.4852
C 0.9327 0.1028 -3.2783
P 0.0190 -0.9611 -2.1280
C 0.8971 -2.5114 -1.9661
C 0.1831 -3.6269 -1.5201
C 0.8456 -4.8209 -1.2970
C 2.2191 -4.8989 -1.4915
C 2.9326 -3.7845 -1.9074
C 2.2758 -2.5874 -2.1476
C -1.5834 -1.2669 -2.8936
C -1.8131 -2.3885 -3.6897
C -3.0429 -2.5477 -4.3110
C -4.0384 -1.5962 -4.1425
C -3.8110 -0.4776 -3.3519
C -2.5881 -0.3132 -2.7244
H -0.9595 2.6608 0.4357
H 1.0951 3.3518 -1.9872
H 2.1774 3.1958 -3.9061
H 2.8548 2.0961 -5.9953
H 2.2475 -0.2793 -6.3871
H 1.0301 -1.5289 -4.6652
H -0.8858 -3.5646 -1.3501
H 0.2919 -5.6887 -0.9635
H 2.7369 -5.8309 -1.3068
H 4.0048 -3.8421 -2.0374
H 2.8409 -1.7167 -2.4557
H -1.0406 -3.1331 -3.8299
H -3.2226 -3.4197 -4.9254
H -4.9984 -1.7295 -4.6233
H -4.5901 0.2599 -3.2136
H -2.4257 0.5493 -2.0876
*
```

Properties
E	-60275.8629	eV
energy above the lowest of the compared OMol25 structures with the same formula, charge and spin	21.84	kcal per mole
frontier orbital gap (alpha / beta)	5.640 / 5.641	eV

[5]
C46H42FIMoN3O2P | wB97M-V/def2-TZVPD

```
! wB97M-V def2-TZVPD RIJCOSX def2/J DEFGRID3
* xyz 0 1
Mo 0.3207 -0.4491 0.2541
C 4.7860 -1.4320 4.6807
C 5.0230 -0.1395 4.2319
C 4.1483 0.4596 3.3404
C 3.0281 -0.2436 2.8999
C 2.7928 -1.5418 3.3463
C 3.6753 -2.1348 4.2373
P 1.8320 0.4898 1.7687
C 2.3875 0.7663 0.1240
C 2.1842 2.0385 -0.5513
C 2.3769 2.3299 -1.8439
C 2.8658 1.4208 -2.9470
C 3.5307 0.1191 -2.5552
C 3.2407 -0.3371 -0.4791
C 1.1435 2.0139 2.4196
C 1.6363 2.7708 3.4510
C 0.9892 3.9700 3.8001
C -0.1369 4.3639 3.1312
C -0.6934 3.5704 2.1017
C -1.8938 3.9223 1.4416
C -2.4225 3.0740 0.5118
C -1.7926 1.8499 0.2006
C -0.5835 1.4678 0.7480
C -0.0495 2.3634 1.7335
H 5.4725 -1.8875 5.3831
H 5.8974 0.4011 4.5711
H 4.3380 1.4601 2.9735
H 1.9207 -2.0792 2.9973
H 3.4877 -3.1419 4.5855
H 1.8068 2.8420 0.0705
H 2.1454 3.3367 -2.1799
H 3.5362 1.9875 -3.5991
H 3.9379 -0.3520 -3.4530
H 3.4292 -1.1263 0.2501
H 2.5100 2.4486 4.0011
H 1.3975 4.5849 4.5922
H -0.6343 5.2898 3.3969
H -2.3986 4.8453 1.7026
H -3.3602 3.3219 0.0276
H -2.3165 1.1851 -0.4748
C 1.4345 -4.4939 -2.3384
C 1.4029 -2.9974 -2.6757
C 1.2250 -2.8125 -4.1910
C 2.6352 -2.2466 -2.1957
C 3.8262 -2.8548 -2.2440
C 5.1290 -2.3258 -1.8763
C 5.4348 -1.0921 -1.4716
C 4.4937 0.0763 -1.3328
C 5.3023 1.3257 -0.9431
C 6.2898 1.7244 -2.0438
C 6.0334 1.1143 0.3857
C 2.5142 -0.7855 -1.7898
N 1.1099 -0.3541 -1.7496
C 0.6748 0.3625 -2.7514
C 1.6267 0.9767 -3.7636
C 1.0492 2.1085 -4.5494
C -0.2429 2.4384 -4.5162
C -1.1639 1.6803 -3.7117
C -0.7072 0.7020 -2.9122
F -1.5981 0.0056 -2.2037
H 0.4266 -4.9123 -2.3724
H 1.8370 -4.6635 -1.3414
H 2.0466 -5.0401 -3.0592
H 0.5270 -2.5524 -2.2101
H 2.1391 -3.0938 -4.7166
H 0.9872 -1.7750 -4.4404
H 0.4073 -3.4392 -4.5532
H 3.8426 -3.8867 -2.5753
H 5.9413 -3.0426 -1.9363
H 6.4696 -0.9041 -1.2159
H 4.6190 2.1533 -0.8060
H 7.0500 0.9559 -2.1970
H 6.8009 2.6475 -1.7649
H 5.7818 1.8874 -2.9960
H 6.9074 0.4697 0.2775
H 5.3722 0.6554 1.1209
H 6.3778 2.0734 0.7775
H 1.9604 0.2146 -4.4856
H 1.7418 2.6445 -5.1876
H -0.6191 3.2632 -5.1062
H -2.2253 1.8848 -3.7303
O 1.1130 -2.3288 0.6287
N 0.2623 -3.3098 0.5985
N -0.8328 -2.9885 0.0560
O -1.0358 -1.7792 -0.4304
C -1.8786 -3.9404 -0.0694
C -2.8344 -3.7536 -1.0576
C -3.8545 -4.6812 -1.1879
C -3.9217 -5.7710 -0.3323
C -2.9692 -5.9330 0.6645
C -1.9414 -5.0176 0.8053
H -2.7742 -2.8904 -1.7049
H -4.6030 -4.5517 -1.9580
H -4.7219 -6.4924 -0.4354
H -3.0338 -6.7691 1.3478
H -1.2070 -5.1104 1.5922
I -1.0543 -1.0491 2.7737
*
```

Properties
E	-78907.5278	eV
frontier orbital gap (alpha / beta)	5.903 / 5.904	eV

[6]
C19H20ErN6O3 | wB97M-V/def2-TZVPD

```
! wB97M-V def2-TZVPD RIJCOSX def2/J DEFGRID3
* xyz 1 4
Er 0.7344 0.6550 1.3919
O 0.3757 3.6440 -1.9179
C 1.5375 3.3865 -2.5850
C 1.8689 4.1443 -3.7065
C 3.0518 3.9255 -4.3844
C 3.9335 2.9428 -3.9487
C 3.6059 2.1922 -2.8393
C 2.4095 2.3860 -2.1382
C 2.1398 1.5243 -0.9620
O 0.9254 1.4870 -0.4229
N 3.1220 0.8176 -0.5029
N 2.7398 0.0837 0.6399
C 3.4794 -0.9120 0.9580
C 3.2424 -1.7896 2.0915
C 4.2334 -2.7359 2.3814
C 4.1020 -3.6174 3.4296
C 2.9453 -3.5669 4.2094
C 1.9466 -2.6515 3.9355
C 2.0766 -1.7528 2.8807
O 1.0913 -0.8902 2.6121
H -0.0661 4.3740 -2.3618
H 1.1831 4.9186 -4.0395
H 3.2883 4.5262 -5.2538
H 4.8639 2.7659 -4.4735
H 4.2765 1.4202 -2.4833
H 4.3430 -1.1124 0.3262
H 5.1231 -2.7583 1.7589
H 4.8800 -4.3369 3.6423
H 2.8227 -4.2562 5.0361
H 1.0439 -2.6078 4.5335
C -5.6346 0.6660 -0.4007
C -5.4433 -0.8271 -0.1385
C -4.7902 -1.5264 -1.3272
C -4.7110 -1.0564 1.1806
N -3.2831 -0.6620 1.1397
C -2.2306 -1.2934 0.6057
N -1.1846 -0.5405 0.7966
N -1.6274 0.5572 1.4530
N -2.8895 0.5063 1.6545
H -6.2336 0.8209 -1.2999
H -4.6724 1.1666 -0.5573
H -6.1429 1.1603 0.4310
H -6.4202 -1.2899 0.0232
H -3.8340 -1.0641 -1.5944
H -5.4351 -1.4384 -2.2029
H -4.6323 -2.5958 -1.1479
H -4.7544 -2.0949 1.4986
H -5.1469 -0.4375 1.9582
H -2.2540 -2.2566 0.1204
*
```

Properties
E	-62727.8859	eV
frontier orbital gap (alpha / beta)	7.329 / 7.406	eV